Entry 1:
A molecular structure, C55H45ClF14N2O7PPbSeSi2, computed with ωB97M-V with the def2-TZVPD basis set.

E (eV): -221289.3533
Total charge: -1
Gap between HOMO and LUMO (eV): 4.896
HOMO energy (eV): -4.148

Structure (XYZ):
```
129
C55H45ClF14N2O7PPbSeSi2 | the OMol25 dataset | ωB97M-V with the def2-TZVPD basis set
Pb 0.271 -0.839 0.386
O 0.110 2.556 -3.689
C 0.530 1.739 -2.641
O -0.165 2.097 -1.498
C 0.359 0.288 -3.076
C 0.789 -0.060 -4.347
C 0.556 -1.355 -4.788
C -0.055 -2.248 -3.928
C -0.450 -1.812 -2.669
N -0.264 -0.556 -2.261
C -1.139 -2.821 -1.719
O -1.540 -3.853 -2.232
O -1.246 -2.472 -0.511
H 1.245 0.681 -4.982
H 0.843 -1.651 -5.786
H -0.263 -3.270 -4.207
C 3.106 -0.332 2.851
Si 1.740 -1.408 3.629
C 1.888 -3.275 3.264
C 2.030 -1.222 5.523
C 0.053 -0.799 3.015
C 0.036 0.662 2.994
C -0.190 1.464 4.126
C -0.160 2.833 4.006
C 0.085 3.404 2.758
C 0.296 2.555 1.692
N 0.267 1.240 1.809
Si -1.553 -1.513 3.716
C -1.989 -3.196 2.950
C -2.937 -0.253 3.290
C -1.663 -1.682 5.630
H 4.090 -0.555 3.252
H 2.899 0.720 3.023
H 3.155 -0.468 1.777
H 2.911 -3.542 3.018
H 1.258 -3.563 2.429
H 1.585 -3.866 4.124
H 3.003 -1.618 5.798
H 1.290 -1.761 6.102
H 2.003 -0.184 5.840
H -0.349 0.980 5.077
H -0.321 3.467 4.868
H 0.117 4.474 2.628
H 0.496 2.930 0.699
H -1.893 -3.168 1.868
H -3.012 -3.476 3.191
H -1.333 -3.978 3.319
H -2.847 0.070 2.256
H -2.868 0.636 3.910
H -3.932 -0.669 3.426
H -0.905 -2.347 6.026
H -2.630 -2.082 5.920
H -1.549 -0.723 6.126
F 4.018 -7.745 0.521
C 3.743 -6.438 0.355
C 2.437 -6.021 0.121
F 1.451 -6.931 0.099
C 2.159 -4.679 -0.088
F 0.893 -4.328 -0.318
C 3.156 -3.702 -0.074
Se 2.859 -1.874 -0.465
C 4.452 -4.152 0.199
F 5.446 -3.249 0.252
C 4.756 -5.487 0.411
F 6.023 -5.864 0.672
C 7.021 -1.082 -1.421
C 6.014 -1.140 -2.521
C 6.074 -2.138 -3.475
C 5.151 -2.183 -4.506
Cl 5.236 -3.464 -5.665
C 4.164 -1.225 -4.610
C 4.098 -0.218 -3.662
C 5.008 -0.168 -2.618
O 5.026 0.809 -1.659
C 4.156 1.896 -1.785
C 2.691 1.519 -1.535
O 1.922 2.059 -2.487
O 2.320 0.863 -0.607
H 7.471 -2.060 -1.283
H 6.538 -0.776 -0.498
H 7.808 -0.369 -1.670
H 6.854 -2.882 -3.411
H 3.454 -1.248 -5.420
H 3.318 0.515 -3.756
H 4.245 2.383 -2.765
H 4.459 2.594 -0.996
F -8.354 3.640 0.876
C -7.317 3.507 1.720
F -7.802 2.855 2.798
F -7.027 4.749 2.147
C -6.142 2.807 1.106
C -6.344 1.925 0.051
C -5.264 1.254 -0.485
C -3.977 1.456 0.007
C -3.787 2.354 1.051
C -4.864 3.019 1.612
P -2.514 0.581 -0.751
C -2.460 1.784 -2.138
C -1.342 2.772 -1.920
C -0.870 3.475 -3.198
C -1.930 3.646 -4.242
C -3.030 2.859 -4.244
C -3.259 1.886 -3.222
C -1.598 4.570 -5.363
F -0.700 4.063 -6.232
F -2.670 4.918 -6.098
F -1.060 5.731 -4.934
C -3.432 -0.887 -1.344
C -3.941 -1.697 -0.326
C -4.433 -2.955 -0.597
C -4.441 -3.414 -1.909
C -3.989 -2.599 -2.934
C -3.467 -1.347 -2.652
C -4.940 -4.799 -2.196
F -4.622 -5.258 -3.411
F -4.539 -5.713 -1.309
F -6.303 -4.846 -2.150
H -7.334 1.774 -0.356
H -5.423 0.556 -1.291
H -2.790 2.518 1.435
H -4.711 3.704 2.433
H -1.614 3.480 -1.129
H -0.374 4.429 -2.964
H -3.752 2.958 -5.041
H -4.102 1.226 -3.345
H -3.871 -1.363 0.697
H -4.769 -3.594 0.205
H -3.979 -2.975 -3.943
H -3.031 -0.762 -3.448
```

Mulliken population analysis, charges in e, atoms 1 to 99: atom 1 (Pb): 2.026, atom 2 (O): -0.521, atom 3 (C): 1.095, atom 4 (O): -0.154, atom 5 (C): -0.208, atom 6 (C): -0.865, atom 7 (C): -1.245, atom 8 (C): -1.094, atom 9 (C): -0.165, atom 10 (N): 1.264, atom 11 (C): 0.613, atom 12 (O): -0.834, atom 13 (O): -0.235, atom 14 (H): 0.719, atom 15 (H): 0.495, atom 16 (H): 0.643, atom 17 (C): -0.758, atom 18 (Si): 0.777, atom 19 (C): -0.824, atom 20 (C): -1.355, atom 21 (C): 1.688, atom 22 (C): -1.923, atom 23 (C): -0.392, atom 24 (C): -1.016, atom 25 (C): -1.134, atom 26 (C): -0.949, atom 27 (N): 1.359, atom 28 (Si): 0.422, atom 29 (C): -0.839, atom 30 (C): -0.914, atom 31 (C): -1.266, atom 32 (H): 0.581, atom 33 (H): 0.181, atom 34 (H): 0.005, atom 35 (H): 0.344, atom 36 (H): -0.086, atom 37 (H): 0.442, atom 38 (H): 0.389, atom 39 (H): 0.310, atom 40 (H): 0.316, atom 41 (H): 0.410, atom 42 (H): 0.415, atom 43 (H): 0.502, atom 44 (H): 0.397, atom 45 (H): -0.065, atom 46 (H): 0.413, atom 47 (H): 0.343, atom 48 (H): -0.307, atom 49 (H): 0.428, atom 50 (H): 0.648, atom 51 (H): 0.302, atom 52 (H): 0.374, atom 53 (H): 0.340, atom 54 (F): -0.330, atom 55 (C): 0.668, atom 56 (C): -0.082, atom 57 (F): -0.319, atom 58 (C): -0.684, atom 59 (F): 0.040, atom 60 (C): 0.659, atom 61 (Se): -0.056, atom 62 (C): -0.219, atom 63 (F): -0.332, atom 64 (C): 0.118, atom 65 (F): -0.344, atom 66 (C): -1.837, atom 67 (C): 1.396, atom 68 (C): -0.692, atom 69 (C): 0.312, atom 70 (Cl): -0.280, atom 71 (C): -1.133, atom 72 (C): -0.075, atom 73 (C): 0.212, atom 74 (O): -0.378, atom 75 (C): -0.829, atom 76 (C): 0.117, atom 77 (O): -0.500, atom 78 (O): -0.448, atom 79 (H): 0.464, atom 80 (H): 0.272, atom 81 (H): 0.385, atom 82 (H): 0.403, atom 83 (H): 0.471, atom 84 (H): 0.498, atom 85 (H): 0.447, atom 86 (H): 0.300, atom 87 (F): -0.285, atom 88 (C): 0.828, atom 89 (F): -0.261, atom 90 (F): -0.280, atom 91 (C): 0.264, atom 92 (C): -1.138, atom 93 (C): -0.577, atom 94 (C): 0.300, atom 95 (C): -0.350, atom 96 (C): -0.987, atom 97 (P): 1.446, atom 98 (C): -0.029, atom 99 (C): -1.066

---

Entry 2:
3 unconnected molecules or ions with the total composition C5H8S, computed with ωB97M-V with the def2-TZVPD basis set.

E (eV): -16142.7108
Gap between HOMO and LUMO (spin up / spin down) (eV): 7.341 / 7.331
HOMO energy (spin up / spin down) (eV): -7.143 / -7.131

Structure (XYZ):
```
14
C5H8S | the OMol25 dataset | ωB97M-V with the def2-TZVPD basis set
C 1.663 -0.751 -0.306
C -0.303 0.800 -0.067
C 0.388 -1.551 -0.062
C -0.781 -0.600 -0.025
C -1.020 1.858 -0.257
S 1.472 0.930 -0.033
H 2.580 -1.222 -0.341
H 0.313 -2.318 -0.778
H 0.627 -1.977 0.977
H -1.391 -0.633 0.827
H -1.509 -0.728 -0.821
H -2.718 1.714 -0.641
H -0.800 2.954 -0.196
H 1.477 1.524 1.723
```

From a Mulliken analysis of the wavefunction, the atomic charges in e read: atom 1 (C): -0.564, atom 2 (C): 0.426, atom 3 (C): -0.373, atom 4 (C): -0.851, atom 5 (C): -0.637, atom 6 (S): -0.087, atom 7 (H): 0.469, atom 8 (H): 0.352, atom 9 (H): 0.209, atom 10 (H): 0.289, atom 11 (H): 0.314, atom 12 (H): 0.143, atom 13 (H): 0.325, atom 14 (H): -0.017

---

Entry 3:
2 unconnected molecules or ions with the total composition C4H12, computed with ωB97M-V with the def2-TZVPD basis set.

E (eV): -4341.2317
Gap between HOMO and LUMO (eV): 11.952
HOMO energy (eV): -10.892

Structure (XYZ):
```
16
C4H12 | the OMol25 dataset | ωB97M-V with the def2-TZVPD basis set
C -1.257 -0.961 1.911
C -0.904 -2.211 0.930
H -1.413 -1.332 3.049
H -0.451 -0.162 1.842
H -2.291 -0.616 1.718
H 0.009 -2.027 0.393
H -0.910 -3.161 1.494
H -1.621 -2.384 0.153
C 1.638 1.217 -1.781
C 0.633 2.018 -1.027
H 2.505 0.867 -1.158
H 1.391 0.141 -2.061
H 1.739 1.725 -2.731
H 0.465 1.793 -0.034
H -0.361 1.969 -1.448
H 0.827 3.124 -1.249
```

From a Mulliken analysis of the wavefunction, the atomic charges in e read: atom 1 (C): -0.682, atom 2 (C): -0.777, atom 3 (H): 0.247, atom 4 (H): 0.190, atom 5 (H): 0.243, atom 6 (H): 0.234, atom 7 (H): 0.256, atom 8 (H): 0.287, atom 9 (C): -0.794, atom 10 (C): -0.836, atom 11 (H): 0.249, atom 12 (H): 0.241, atom 13 (H): 0.295, atom 14 (H): 0.311, atom 15 (H): 0.284, atom 16 (H): 0.252

---

Look up the E of the first one. -221289.3533 eV

---

What is the formula in the third record? C4H12